Here is a structure of composition C10H14N2ORuS7Sb from the OMol25 dataset. Energies are from ωB97M-V with the def2-TZVPD basis set.

Expectation value of S²: 0.759
LUMO (spin up / spin down): 4.1 / 4.1 eV
Total charge: -2
HOMO energy (spin up / spin down): -0.08215 / -0.07806 Eh
Multiplicity: 2
DFT total energy: -100595.6067 eV

Last column: Mulliken charge in e.
Positions of all 36 atoms, in Å:
Ru1 1.400 0.538 1.506  0.191
S1 0.417 -0.957 3.120  -0.417
C1 1.691 -0.477 4.163  0.929
S2 2.639 0.763 3.404  -0.296
C2 1.953 -1.003 5.417  0.077
C3 3.042 -0.551 6.212  0.031
N1 3.912 -0.195 6.881  -0.576
C4 1.148 -2.038 5.969  0.062
N2 0.517 -2.886 6.434  -0.584
S3 -0.162 3.152 -2.355  -0.691
Sb1 1.146 3.381 -0.480  0.869
S4 2.744 1.633 -0.139  -0.571
S5 0.054 2.298 1.437  -0.461
S6 1.867 5.485 -0.052  -0.725
C5 0.919 -0.081 -4.509  -1.110
C6 -0.272 -0.852 -3.948  -0.183
C7 -0.008 -1.417 -2.554  -1.016
S7 0.251 -0.094 -1.352  0.950
O1 0.692 -0.842 -0.092  -0.740
C8 -1.463 0.372 -1.020  -0.632
C9 -2.236 -0.626 -0.175  -0.027
C10 -3.508 0.007 0.381  -1.383
H1 0.713 0.263 -5.524  0.348
H2 1.810 -0.712 -4.537  0.284
H3 1.136 0.801 -3.903  0.274
H4 -0.533 -1.686 -4.607  0.354
H5 -1.146 -0.195 -3.921  0.191
H6 0.934 -1.968 -2.530  0.446
H7 -0.801 -2.078 -2.201  0.287
H8 -1.919 0.585 -1.989  0.471
H9 -1.359 1.330 -0.504  0.314
H10 -1.596 -0.954 0.645  0.073
H11 -2.490 -1.517 -0.758  0.212
H12 -3.258 0.865 1.006  0.304
H13 -4.066 -0.704 0.993  0.403
H14 -4.165 0.356 -0.420  0.344